16
Properties=species:S:1:pos:R:3:forces:R:3 method="wB97M-V/def2-TZVPD" de_lowest_kcal_mol=102.8 orbital_gap_ha=0.3448 homo_ev=-8.7 charge=0
O 0.113551 1.112140 1.272072 0.02 0.01 0.00
N 2.369899 0.941667 -0.166763 -0.46 -0.10 -0.02
C -1.478356 -0.043636 -0.098864 0.01 0.02 0.01
C 1.266501 0.395156 -0.134347 0.42 -0.07 0.05
C -0.622735 1.182589 0.186524 0.00 -0.05 -0.27
C -0.600209 -1.245368 0.267295 -0.01 -0.06 0.02
C 0.814049 -1.029255 -0.278620 -0.01 0.06 0.08
H -1.012438 -2.185214 -0.111784 0.05 0.15 0.03
H 0.873303 -1.266258 -1.347385 0.01 0.05 0.12
H -1.054056 2.159147 -0.108040 0.05 -0.16 0.06
H 1.550690 -1.646180 0.243285 -0.11 0.09 -0.05
H 0.212461 1.051660 -0.814280 -0.15 0.11 0.04
H -1.817468 -0.064928 -1.143505 0.07 0.04 0.16
H 2.476990 1.941645 -0.075342 0.01 -0.05 -0.01
H -0.543702 -1.307757 1.355861 0.00 -0.03 -0.16
H -2.363670 -0.011049 0.546126 0.10 0.00 -0.06